Version a
Formula: C10H11OP
Source: OMol25
Level of theory: the ωB97M-V functional and the def2-TZVPD basis

Atoms and positions in Å:
C1 3.709 -0.470 0.374
C2 3.110 -1.631 -0.011
C3 3.075 0.720 0.403
C4 1.699 -1.554 -0.321
C5 1.742 0.836 -0.085
C6 1.090 -0.329 -0.372
C7 0.862 1.994 -0.120
C8 -0.386 1.766 -0.485
C9 -3.889 0.021 1.168
C10 -4.764 -0.723 0.573
O1 -0.602 0.028 -2.439
P1 -0.627 0.022 -0.803
H1 4.706 -0.531 0.798
H2 3.682 -2.483 0.132
H3 3.793 1.572 0.581
H4 1.126 -2.438 -0.314
H5 1.307 3.022 0.051
H6 -1.310 2.274 -0.253
H7 -2.963 0.389 0.737
H8 -0.964 -0.804 -2.719
H9 -4.032 0.370 2.247
H10 -5.686 -0.795 1.119
H11 -4.676 -1.256 -0.260

charge: 0
Kohn-Sham gap: 0.3078 Ha
SMILES: Op1ccc2ccccc21.C=C

---

Version b
Formula: C10H11OP
Source: OMol25
Level of theory: the ωB97M-V functional and the def2-TZVPD basis

Atoms and positions in Å:
C1 3.119 0.196 0.556
C2 2.337 -0.686 1.238
C3 2.803 0.777 -0.635
C4 1.120 -1.150 0.737
C5 1.538 0.365 -1.158
C6 0.755 -0.647 -0.476
C7 -2.022 0.068 0.941
C8 -1.893 -1.238 0.198
C9 -2.216 1.192 -0.153
C10 -1.621 0.993 -1.491
O1 -3.017 0.902 -1.273
P1 -0.777 -1.123 -1.235
H1 4.111 0.320 0.871
H2 2.665 -1.227 2.175
H3 3.437 1.364 -1.220
H4 0.657 -1.985 1.205
H5 1.204 0.682 -2.190
H6 -2.918 0.297 1.488
H7 -1.143 0.422 1.426
H8 -1.690 -1.959 1.065
H9 -2.943 -1.465 -0.191
H10 -2.377 2.225 0.204
H11 -1.129 1.678 -2.081

charge: 0
Kohn-Sham gap: 0.3291 Ha

---

version a is favored, and the nearest alternative lies 96.5 kJ/mol above it.